Density functional theory data (the ωB97M-V functional and the def2-TZVPD basis) for a 11-piece molecular cluster, C37H76Cl2F3N12O7S overall.

```
138
Properties=species:S:1:pos:R:3:mulliken_charge:R:1
C -13.296 -19.631 13.610 -0.988
C -11.838 -19.778 13.467 0.675
O -11.275 -19.966 12.419 -0.372
N -11.014 -19.822 14.750 0.562
H -10.265 -19.157 14.625 -0.255
H -11.600 -19.465 15.491 0.218
C -10.501 -21.222 15.067 -0.884
H -13.962 -20.492 13.558 0.339
H -13.698 -19.033 12.792 0.395
H -13.577 -19.046 14.486 0.178
H -10.007 -21.765 14.261 0.348
H -11.369 -21.876 15.144 0.418
H -9.904 -20.942 15.935 0.192
C -11.242 -15.639 16.765 -0.438
C -12.530 -15.131 17.364 0.339
O -12.520 -14.214 18.152 -0.370
N -13.702 -16.103 17.106 -0.132
H -13.785 -15.979 16.107 0.444
H -13.343 -17.045 17.167 0.294
C -14.937 -15.843 18.018 -0.556
H -10.653 -15.943 17.630 0.060
H -10.709 -14.896 16.170 0.418
H -11.285 -16.483 16.077 0.131
H -15.519 -15.037 17.571 0.392
H -14.482 -15.563 18.968 0.082
H -15.391 -16.782 18.334 0.354
C -9.044 -18.193 18.612 -0.414
C -8.294 -19.428 18.093 -0.026
O -8.621 -20.616 18.306 0.098
N -7.065 -19.121 17.281 1.870
H -7.269 -18.546 16.476 -0.572
H -6.378 -18.737 17.914 -0.470
C -6.441 -20.288 16.678 -0.593
H -9.687 -18.583 19.401 -0.185
H -9.564 -17.720 17.779 -0.191
H -8.397 -17.381 18.942 0.579
H -5.799 -20.048 15.831 0.335
H -7.198 -20.898 16.184 0.059
H -5.878 -20.792 17.464 0.076
C -13.405 -20.147 23.037 -0.827
C -12.923 -21.461 22.362 0.441
O -13.696 -22.314 22.085 -0.327
N -11.574 -21.458 21.607 -0.092
H -10.883 -20.771 21.874 0.362
H -11.238 -22.381 21.842 0.370
C -11.748 -21.306 20.045 -0.224
H -12.699 -19.656 23.708 0.411
H -14.379 -20.289 23.504 0.380
H -13.467 -19.342 22.304 0.029
H -11.311 -22.178 19.559 0.274
H -11.225 -20.385 19.787 -0.143
H -12.753 -21.210 19.634 0.366
C -5.913 -21.180 21.763 -1.551
C -7.009 -21.712 20.801 0.319
N -6.742 -22.681 19.694 0.426
C -5.558 -23.230 19.315 -0.588
C -5.744 -24.123 18.283 -0.474
N -7.116 -24.143 18.042 0.351
C -7.768 -23.380 19.003 -0.724
C -7.877 -24.912 17.209 -0.776
H -5.515 -21.825 22.546 0.402
H -6.427 -20.430 22.363 0.404
H -5.118 -20.605 21.287 0.327
H -7.376 -20.825 20.284 -0.060
H -7.838 -22.134 21.368 0.250
H -4.667 -22.804 19.752 0.580
H -5.169 -24.656 17.540 0.678
H -8.815 -23.250 19.234 0.495
H -8.677 -24.370 16.704 0.293
H -8.172 -25.796 17.774 0.363
H -7.266 -25.196 16.352 0.177
C -12.213 -16.914 20.559 -0.194
C -12.552 -15.491 21.172 -0.476
N -12.116 -15.451 22.543 0.285
C -12.788 -14.986 23.705 -0.296
C -12.083 -15.350 24.834 -0.500
N -10.907 -15.918 24.394 0.131
C -10.944 -16.009 23.028 -0.522
C -9.930 -16.515 25.387 -0.871
H -12.374 -16.991 19.484 0.013
H -12.959 -17.591 20.976 0.217
H -11.176 -17.224 20.692 0.062
H -13.610 -15.232 21.124 0.366
H -11.919 -14.704 20.762 0.268
H -13.770 -14.549 23.596 0.462
H -12.107 -15.081 25.879 0.510
H -10.179 -16.368 22.356 0.561
H -9.160 -15.760 25.546 0.382
H -9.353 -17.347 24.985 0.323
H -10.423 -16.756 26.329 0.370
C -6.950 -14.270 15.679 -1.319
C -6.179 -15.246 16.556 0.189
N -5.057 -15.867 15.861 0.253
C -4.963 -16.496 14.580 -0.384
C -3.783 -17.071 14.489 -0.713
N -3.029 -16.791 15.544 0.238
C -3.818 -16.084 16.435 -0.278
C -1.615 -17.112 15.696 -0.789
H -7.692 -13.796 16.322 0.386
H -7.342 -14.860 14.850 0.376
H -6.321 -13.415 15.434 0.373
H -6.779 -15.996 17.071 -0.275
H -5.843 -14.630 17.389 0.456
H -5.819 -16.308 13.948 0.552
H -3.372 -17.551 13.613 0.550
H -3.577 -15.787 17.445 0.417
H -1.269 -17.831 14.954 0.318
H -1.517 -17.656 16.635 0.242
H -0.917 -16.275 15.700 0.376
C -2.651 -20.339 18.107 -0.739
C -1.776 -20.914 16.996 -0.730
N -2.503 -21.895 16.158 0.295
C -2.975 -23.185 16.397 -0.464
C -3.442 -23.671 15.173 -0.658
N -3.185 -22.797 14.152 0.260
C -2.677 -21.692 14.740 -0.546
C -3.350 -23.047 12.757 -0.977
H -2.679 -21.098 18.889 0.317
H -3.650 -19.960 17.892 -0.060
H -2.033 -19.547 18.530 0.461
H -1.019 -21.433 17.583 0.357
H -1.206 -20.089 16.569 0.466
H -2.797 -23.698 17.331 0.732
H -3.667 -24.717 15.026 0.533
H -2.295 -20.837 14.203 0.518
H -3.993 -23.863 12.426 0.476
H -2.382 -23.140 12.266 0.423
H -3.393 -22.053 12.313 0.341
Cl -8.595 -17.591 14.901 -0.708
Cl -5.000 -17.678 19.565 -0.623
C -8.634 -24.604 12.751 0.546
F -9.493 -23.692 12.270 -0.140
F -9.292 -25.310 13.660 -0.130
F -8.333 -25.413 11.730 -0.096
S -7.089 -23.772 13.559 1.156
O -6.330 -23.187 12.506 -0.390
O -7.610 -22.677 14.424 -0.452
O -6.414 -24.840 14.286 -0.550
```

Values from the calculation:
charge = +6
DFT total energy = -115775.5731 eV
multiplicity = 2
<S²> = 0.7592

=====

Density functional theory data (the ωB97M-V functional and the def2-TZVPD basis) for a 4-piece molecular cluster, C37H78Br2F5N6O overall.

```
129
Properties=species:S:1:pos:R:3:mulliken_charge:R:1
C 8.590 -3.329 -0.759 -0.962
C 8.035 -4.224 -2.015 1.290
C 8.433 -5.844 -1.903 -1.231
C 8.658 -3.742 -3.486 -1.246
C 7.738 -2.597 -4.212 0.365
C 7.663 -1.177 -3.330 -0.835
C 6.204 -3.069 -4.577 -0.526
O 5.329 -1.924 -4.325 -0.434
C 4.220 -2.274 -3.374 0.935
C 2.924 -2.596 -4.311 -1.328
C 1.452 -2.500 -3.569 0.441
C 1.065 -4.011 -2.964 -0.759
Br 0.471 -5.316 -4.416 -0.005
C 2.281 -4.783 -2.212 0.256
C 1.738 -6.342 -1.929 -1.069
Br 2.840 -4.095 -0.431 -0.065
C 0.413 -1.977 -4.727 0.757
F 0.698 -2.552 -6.099 -0.291
F -1.024 -2.367 -4.465 -0.320
C 0.381 -0.367 -5.011 0.041
F 1.732 0.247 -5.273 -0.267
F -0.472 0.435 -4.104 -0.239
N 1.587 -1.635 -2.359 1.194
C 0.348 -1.290 -1.623 -0.955
C 0.379 -1.604 0.017 -0.541
C 1.570 -0.811 0.816 -0.187
F 1.215 0.657 0.783 -0.292
C 2.658 -0.602 -2.395 -1.032
N 2.474 0.787 -2.404 -0.094
N 4.095 -1.069 -2.464 0.194
H 9.059 -4.037 0.048 0.335
H 7.683 -2.765 -0.234 0.186
H 9.358 -2.479 -1.066 0.210
H 6.849 -4.095 -2.058 -0.516
H 8.107 -6.261 -0.858 0.362
H 9.599 -5.887 -2.097 0.304
H 7.916 -6.367 -2.821 0.306
H 8.920 -4.639 -4.191 0.358
H 9.691 -3.212 -3.211 0.380
H 8.255 -2.275 -5.238 0.335
H 8.734 -0.867 -2.921 0.304
H 6.951 -1.287 -2.381 -0.030
H 7.312 -0.258 -4.004 0.301
H 5.874 -4.084 -4.103 0.227
H 6.196 -3.244 -5.758 0.259
H 4.520 -3.182 -2.661 -0.477
H 3.039 -3.727 -4.675 0.300
H 3.030 -1.946 -5.278 0.422
H 0.149 -3.985 -2.224 0.585
H 3.260 -4.947 -2.872 0.105
H 2.289 -6.688 -0.927 0.373
H 0.594 -6.389 -1.689 0.311
H 2.099 -7.102 -2.753 0.336
H -0.160 -0.265 -6.076 0.329
H -0.650 -1.819 -2.000 0.348
H 0.105 -0.123 -1.682 0.329
H 0.313 -2.761 0.257 0.284
H -0.649 -1.149 0.421 0.081
H 1.536 -1.109 1.954 0.368
H 2.645 -0.961 0.374 0.171
H 1.759 1.289 -1.833 0.285
H 3.065 1.300 -3.125 0.279
H 4.764 -0.305 -2.703 0.420
C -5.104 -1.520 3.429 -1.442
C -4.370 -0.297 2.887 -0.262
N -3.877 -0.451 1.515 0.292
C -2.959 0.618 1.107 -0.427
C -3.517 2.034 1.012 -1.221
C -4.869 -0.833 0.508 -0.845
C -6.069 0.089 0.314 -0.637
H -4.475 -2.414 3.380 0.325
H -5.373 -1.355 4.478 0.442
H -6.034 -1.716 2.886 0.293
H -3.516 -0.119 3.551 0.465
H -5.027 0.576 2.982 0.175
H -2.499 0.355 0.145 0.065
H -2.122 0.632 1.817 0.457
H -4.126 2.167 0.115 0.244
H -2.694 2.752 0.944 0.478
H -4.115 2.307 1.886 0.234
H -5.246 -1.832 0.758 0.428
H -4.372 -0.973 -0.461 0.272
H -6.491 0.437 1.260 -0.001
H -6.862 -0.448 -0.218 0.440
H -5.815 0.960 -0.293 0.254
C -8.048 3.234 1.069 -1.335
C -8.985 2.432 1.968 -0.351
N -9.480 3.173 3.133 0.089
C -10.160 2.320 4.114 -0.675
C -11.455 1.638 3.684 -0.957
C -10.144 4.449 2.856 -0.689
C -11.370 4.425 1.948 -0.956
H -7.191 3.618 1.632 0.275
H -7.664 2.592 0.269 0.369
H -8.558 4.075 0.590 0.398
H -8.420 1.560 2.318 0.470
H -9.810 2.046 1.358 0.156
H -10.352 2.897 5.027 0.368
H -9.455 1.538 4.425 0.378
H -12.291 2.341 3.662 0.226
H -11.717 0.856 4.402 0.389
H -11.372 1.163 2.702 0.264
H -9.407 5.131 2.414 0.362
H -10.416 4.932 3.803 0.347
H -11.235 3.783 1.074 0.248
H -11.573 5.436 1.580 0.367
H -12.263 4.097 2.484 0.275
C 5.006 5.628 4.920 -1.412
C 4.719 4.580 3.848 -0.287
N 3.447 3.871 4.026 0.124
C 3.309 2.703 3.150 -0.895
C 3.250 2.947 1.645 -0.448
C 2.249 4.706 4.136 -0.671
C 1.932 5.645 2.976 -0.905
H 4.986 5.186 5.921 0.329
H 6.002 6.056 4.761 0.427
H 4.291 6.455 4.888 0.298
H 5.537 3.852 3.888 0.415
H 4.776 5.061 2.864 0.245
H 2.425 2.126 3.448 0.337
H 4.155 2.032 3.348 0.397
H 2.276 3.335 1.339 0.096
H 3.396 2.003 1.112 0.041
H 4.025 3.638 1.302 0.360
H 2.335 5.311 5.048 0.370
H 1.375 4.069 4.323 0.315
H 2.817 6.165 2.600 0.235
H 1.221 6.410 3.306 0.372
H 1.464 5.115 2.144 0.242
```

Values from the calculation:
charge = +1
DFT total energy = -204277.3443 eV

=====

Density functional theory data (the ωB97M-V functional and the def2-TZVPD basis) for a 13-piece molecular cluster, C37H79BrF9O17PS12 overall.

```
156
Properties=species:S:1:pos:R:3:mulliken_charge:R:1
O -7.355 -2.141 1.617 -0.438
C -6.069 -2.481 1.739 0.061
O -4.913 -1.757 1.185 -0.124
C -5.250 -0.372 0.812 0.640
C -5.375 0.649 2.116 -0.743
C -5.695 2.189 1.594 0.278
C -4.633 3.021 0.897 0.446
P -2.854 2.419 0.526 0.342
O -2.854 1.903 -0.988 -0.519
C -5.065 4.561 0.407 0.244
O -4.214 5.594 0.402 -0.545
C -6.645 4.680 -0.129 -0.410
Br -6.964 5.898 -1.676 -0.050
C -7.706 3.862 0.585 0.693
C -9.228 3.956 0.002 0.608
F -9.225 3.485 -1.434 -0.232
F -9.754 5.373 0.041 -0.279
C -10.351 3.044 0.768 0.437
F -10.536 3.410 2.223 -0.258
F -11.672 3.420 0.136 -0.311
C -10.211 1.421 0.527 0.546
F -8.883 0.973 0.053 -0.133
F -11.182 1.054 -0.571 -0.311
C -10.721 0.522 1.842 0.528
F -9.844 0.668 3.026 -0.174
F -12.138 0.950 2.072 -0.242
F -10.810 -0.938 1.472 -0.238
C -7.164 2.951 1.832 0.058
O -7.733 2.786 3.025 -0.560
H -5.831 -3.493 2.315 0.281
H -6.240 -0.273 0.169 -0.059
H -4.376 -0.002 0.095 -0.068
H -6.258 0.234 2.774 0.368
H -4.370 0.685 2.758 0.244
H -2.431 1.303 1.333 0.010
H -1.898 3.528 0.557 0.111
C 2.086 2.847 -2.092 -0.934
S 0.948 3.995 -1.280 0.416
O 0.283 3.254 -0.159 -0.589
C -0.234 4.088 -2.647 -0.393
H 2.897 2.614 -1.398 0.390
H 1.563 1.925 -2.358 0.200
H 2.502 3.315 -2.988 0.408
H -0.617 3.091 -2.879 0.246
H 0.255 4.516 -3.525 0.498
H -1.063 4.733 -2.345 -0.339
C -8.334 -1.600 -3.553 -1.163
S -8.470 -1.676 -1.750 0.649
O -7.096 -1.470 -1.185 -0.682
C -8.834 -3.447 -1.663 -1.114
H -8.070 -0.578 -3.837 0.301
H -7.555 -2.283 -3.899 0.355
H -9.293 -1.863 -4.004 0.420
H -8.025 -4.018 -2.124 0.364
H -9.777 -3.652 -2.174 0.396
H -8.924 -3.730 -0.612 0.304
C -0.214 -3.137 1.860 -0.898
S -0.533 -1.955 0.528 0.542
O -1.857 -1.308 0.807 -0.533
C -0.795 -3.193 -0.765 -0.996
H -0.057 -2.581 2.787 0.254
H -1.069 -3.807 1.980 0.334
H 0.686 -3.714 1.629 0.360
H -1.614 -3.859 -0.486 0.287
H 0.123 -3.767 -0.913 0.372
H -1.049 -2.675 -1.693 0.326
C 4.667 -0.899 -5.309 -1.065
S 3.511 -0.129 -4.150 0.547
O 3.647 1.357 -4.299 -0.612
C 4.401 -0.609 -2.649 -0.921
H 4.327 -0.693 -6.327 0.295
H 5.668 -0.484 -5.172 0.348
H 4.683 -1.980 -5.146 0.418
H 5.418 -0.210 -2.673 0.312
H 4.425 -1.698 -2.571 0.377
H 3.872 -0.196 -1.787 0.298
C 3.614 -2.823 4.845 -0.962
S 2.763 -1.240 4.642 0.346
O 1.481 -1.508 3.912 -0.557
C 3.934 -0.548 3.448 -0.991
H 3.032 -3.444 5.530 0.302
H 3.697 -3.331 3.881 0.320
H 4.607 -2.654 5.267 0.407
H 3.997 -1.193 2.569 0.394
H 4.917 -0.450 3.914 0.370
H 3.578 0.440 3.147 0.299
C 5.381 4.197 4.235 -1.056
S 5.225 2.482 3.683 0.621
O 5.661 1.602 4.816 -0.643
C 6.583 2.543 2.489 -0.952
H 4.644 4.377 5.021 0.341
H 6.384 4.374 4.633 0.313
H 5.186 4.871 3.397 0.354
H 7.512 2.819 2.992 0.320
H 6.350 3.268 1.706 0.418
H 6.695 1.552 2.041 0.316
C 7.486 -4.007 -8.986 -0.969
S 6.348 -2.859 -8.174 0.553
O 5.683 -3.600 -7.053 -0.598
C 5.166 -2.766 -9.541 -0.899
H 8.297 -4.240 -8.292 0.316
H 6.963 -4.929 -9.252 0.300
H 7.902 -3.540 -9.882 0.363
H 4.783 -3.763 -9.773 0.306
H 5.655 -2.338 -10.419 0.356
H 4.337 -2.122 -9.239 0.287
C 3.336 -6.176 8.941 -1.042
S 3.498 -6.764 7.238 0.573
O 3.581 -5.559 6.350 -0.534
C 1.817 -7.423 7.105 -1.073
H 4.270 -5.688 9.229 0.315
H 2.516 -5.459 9.014 0.344
H 3.154 -7.024 9.605 0.394
H 1.089 -6.629 7.289 0.329
H 1.683 -8.231 7.827 0.389
H 1.678 -7.815 6.094 0.311
C -2.644 9.349 -3.197 -0.980
S -1.825 7.833 -2.647 0.551
O -0.762 7.505 -3.652 -0.632
C -3.229 6.735 -2.962 -0.113
H -1.932 10.175 -3.122 0.343
H -2.968 9.245 -4.235 0.301
H -3.503 9.555 -2.554 0.344
H -3.517 6.789 -4.014 0.373
H -4.069 7.024 -2.327 0.198
H -2.929 5.712 -2.721 -0.303
C 8.686 -8.589 5.513 -0.934
S 7.548 -7.441 6.325 0.502
O 6.883 -8.182 7.446 -0.603
C 6.366 -7.348 4.958 -0.634
H 9.497 -8.822 6.207 0.325
H 8.163 -9.511 5.247 0.299
H 9.102 -8.122 4.617 0.340
H 5.983 -8.345 4.726 0.284
H 6.855 -6.920 4.080 0.387
H 5.537 -6.704 5.260 0.032
C -4.114 2.329 -3.697 -0.622
S -4.433 3.511 -5.028 0.592
O -5.757 4.158 -4.749 -0.610
C -4.695 2.273 -6.321 -0.977
H -3.957 2.885 -2.769 -0.067
H -4.969 1.659 -3.576 0.327
H -3.214 1.752 -3.927 0.393
H -5.514 1.607 -6.042 0.236
H -3.777 1.698 -6.469 0.353
H -4.949 2.791 -7.249 0.344
C 11.010 3.566 0.401 -0.934
S 10.174 1.983 0.140 0.438
O 8.724 2.180 0.466 -0.542
C 10.936 1.134 1.544 -0.928
H 10.653 4.274 -0.351 0.311
H 10.781 3.952 1.397 0.287
H 12.088 3.434 0.288 0.381
H 10.711 1.667 2.471 0.291
H 12.017 1.078 1.396 0.379
H 10.527 0.122 1.600 0.311
```

Values from the calculation:
DFT total energy = -308246.2027 eV

=====

> Which of these has the lowest DFT total energy?

C37H79BrF9O17PS12

=====

> Which value of DFT total energy does entry 1 give?

-115775.5731 eV

=====

> Which value of DFT total energy does entry 2 give?

-204277.3443 eV

=====

> The lowest DFT total energy belongs to which entry?

C37H79BrF9O17PS12